Record 1
252
Properties=species:S:1:pos:R:3 method="wB97M-V/def2-TZVPD" homo_ev=-8.261 fmax_ev_per_a=3.551 relative_energy_ev=0.815 orbital_gap_ev=7.9
C 0.8705 -0.7778 -7.7503
C 1.3004 -1.4328 -6.4330
C 1.2767 -2.9603 -6.4053
O -0.0564 -3.2803 -6.0078
C -0.2485 -4.6310 -5.6893
N 2.7062 -0.9785 -6.2400
H -0.1765 -0.8619 -8.0416
H 1.4084 -1.1582 -8.6186
H 1.0952 0.2887 -7.7352
H 0.5671 -1.0662 -5.7148
H 1.9860 -3.3210 -5.6604
H 1.5989 -3.3541 -7.3692
H 0.1641 -5.2169 -6.5107
H -1.2814 -4.9002 -5.4687
H 0.2768 -4.9443 -4.7871
H 3.1904 -1.5894 -5.5978
H 3.1920 -1.1848 -7.1012
C 1.2176 -2.1716 5.3053
C 2.5453 -1.4037 5.4397
C 2.5315 -0.1726 6.3749
O 1.4232 0.7336 6.0657
C 1.4956 1.4576 4.8406
N 3.5977 -2.3561 5.7294
H 1.3435 -2.9869 4.5930
H 0.4666 -1.5317 4.8421
H 0.8328 -2.5183 6.2644
H 2.7065 -1.0363 4.4262
H 3.4029 0.4679 6.2389
H 2.5581 -0.4740 7.4220
H 2.5015 1.8439 4.6759
H 0.8124 2.3056 4.8874
H 1.2146 0.8944 3.9507
H 3.2225 -3.0504 6.3597
H 3.9178 -2.8990 4.9402
C -6.0329 3.9674 2.1289
C -4.8026 4.3563 1.3466
C -3.7163 3.3496 1.5027
O -3.2917 3.2760 2.8615
C -2.3459 2.2558 3.0627
N -5.1294 4.5349 -0.0338
H -5.8495 4.0063 3.2027
H -6.3716 2.9617 1.8798
H -6.8848 4.6321 1.9858
H -4.4600 5.2916 1.7891
H -2.8947 3.5311 0.8098
H -4.0741 2.4170 1.0664
H -1.4757 2.4448 2.4342
H -2.7973 1.3124 2.7554
H -1.9482 2.1797 4.0747
H -6.0959 4.8207 0.0327
H -5.1644 3.6888 -0.5842
C 3.3755 -6.9930 2.3405
C 2.0331 -6.2585 2.1696
C 1.1670 -6.4017 3.5360
O 1.1311 -7.7113 4.0559
C 0.6983 -8.8072 3.2645
N 2.1590 -4.9389 1.6809
H 3.1952 -8.0653 2.4176
H 3.9125 -6.5921 3.2002
H 3.9722 -6.7215 1.4697
H 1.4924 -6.8670 1.4446
H 0.1416 -6.1276 3.2880
H 1.5241 -5.6970 4.2870
H 1.2415 -9.7404 3.4131
H 0.7662 -8.5493 2.2076
H -0.3246 -9.0313 3.5671
H 1.2354 -4.5762 1.4924
H 2.4951 -4.9760 0.7292
C -2.7606 -2.2328 5.6311
C -2.8724 -1.1851 6.7492
C -4.1627 -0.3190 6.6449
O -3.9337 0.4759 5.4932
C -5.0584 1.3674 5.1869
N -2.7098 -1.8337 8.0135
H -1.8140 -2.7710 5.6814
H -2.7172 -1.7476 4.6560
H -3.5435 -2.9846 5.5315
H -1.9493 -0.6155 6.6421
H -4.2173 0.2964 7.5429
H -5.1232 -0.8341 6.6626
H -6.0139 0.8752 5.3683
H -4.9760 1.4984 4.1080
H -5.1068 2.2822 5.7777
H -2.6999 -1.0998 8.7073
H -3.4889 -2.4474 8.2044
C -1.4687 1.6672 -1.5304
C -0.3093 1.3802 -0.5877
C -0.0406 -0.1118 -0.2019
O 1.0905 -0.1769 0.6617
C 1.3407 -1.2828 1.4375
N 0.8301 1.9619 -1.3046
H -1.5455 2.7531 -1.5842
H -2.3038 1.3488 -0.9064
H -1.4101 1.3249 -2.5636
H -0.4587 2.0019 0.2950
H 0.0578 -0.6749 -1.1300
H -0.8815 -0.6146 0.2757
H 0.4175 -1.5385 1.9575
H 2.1861 -1.1682 2.1158
H 1.7063 -2.0009 0.7036
H 0.8827 1.3936 -2.1379
H 1.6482 1.6995 -0.7736
C 3.8938 2.6161 0.7938
C 3.1381 2.4805 2.1469
O 1.6914 2.5709 2.0844
O 3.3719 1.7238 -0.1283
H 4.9216 2.3188 1.0018
H 3.8192 3.6272 0.3933
H 3.3504 3.2636 2.8748
H 3.3039 1.5327 2.6589
H 1.4965 1.9887 1.3464
H 3.9967 1.5179 -0.8275
C -1.6357 -3.6306 -0.7854
C -0.6781 -4.6467 -0.0170
O -0.2951 -3.8716 1.1195
O -2.8670 -3.4883 -0.0691
H -1.8203 -3.9414 -1.8137
H -1.1085 -2.6855 -0.9156
H 0.2025 -4.9017 -0.6065
H -1.2464 -5.5160 0.3141
H -1.0386 -3.5389 1.6276
H -3.4677 -4.1934 -0.3216
C 6.2149 5.1920 -0.5359
C 7.2193 5.0376 0.6255
O 6.7433 4.3623 1.7730
O 5.1055 6.0711 -0.2414
H 5.7717 4.2378 -0.8208
H 6.7086 5.5791 -1.4273
H 7.8515 5.9017 0.8295
H 8.0357 4.4239 0.2448
H 6.2714 5.0482 2.2510
H 4.7120 6.4755 -1.0181
C 2.4552 3.1213 -5.0755
C 2.7319 2.1114 -3.9963
O 2.0072 0.8430 -4.0926
O 1.0919 3.4691 -4.9582
H 2.6605 2.7131 -6.0651
H 3.0377 4.0422 -5.0995
H 2.7456 2.6480 -3.0476
H 3.7625 1.8198 -4.1983
H 2.2724 0.2822 -4.8253
H 0.9496 3.8249 -4.0780
C 5.0247 -3.3345 2.5133
C 6.3903 -2.9421 3.0259
O 7.2089 -4.1015 3.1452
O 4.1125 -3.9020 3.4889
H 5.1771 -4.0096 1.6713
H 4.5830 -2.4162 2.1265
H 6.4316 -2.3169 3.9178
H 6.7520 -2.3142 2.2117
H 7.1205 -4.4861 4.0203
H 3.3928 -4.2700 2.9710
C -3.4671 -0.9355 -3.1855
C -2.2747 -1.2021 -4.0729
O -1.0535 -1.2965 -3.3218
O -4.6770 -0.6250 -3.9884
H -3.2734 -0.0958 -2.5180
H -3.5796 -1.8512 -2.6051
H -2.2100 -0.3098 -4.6956
H -2.3522 -2.0396 -4.7662
H -0.3988 -1.4315 -4.0107
H -5.4208 -0.7352 -3.3915
C 5.5883 -1.0436 -0.4358
C 5.7538 -0.4234 -1.8179
O 5.3571 0.9177 -1.8741
O 4.1973 -1.3457 -0.2302
H 5.8388 -0.3640 0.3787
H 6.2922 -1.8624 -0.2865
H 5.3748 -1.0152 -2.6511
H 6.8092 -0.2918 -2.0565
H 6.0833 1.4988 -2.1117
H 3.7573 -0.4955 -0.3028
C 0.4686 -7.5063 -2.9341
C 1.5082 -7.4884 -1.7466
O 1.4146 -8.5721 -0.8626
O -0.7633 -6.9965 -2.5310
H 0.3000 -8.5386 -3.2408
H 0.9132 -6.9116 -3.7320
H 1.4093 -6.5607 -1.1829
H 2.4858 -7.4561 -2.2277
H 0.4665 -8.7013 -0.7849
H -1.3856 -7.2001 -3.2331
C -7.2490 0.7036 -2.1548
C -6.1577 1.8116 -2.3574
O -5.2159 1.8276 -1.3155
O -6.7600 -0.6865 -2.2673
H -7.9991 0.8819 -2.9254
H -7.7842 0.8298 -1.2137
H -6.6355 2.7685 -2.5676
H -5.4843 1.7344 -3.2110
H -4.9948 0.9309 -1.0535
H -7.2345 -1.2851 -1.6857
C -1.4551 6.1274 3.2888
C -1.8699 6.5735 4.7239
O -2.6670 7.7387 4.5670
O -0.5292 7.1166 2.7094
H -2.2937 6.0161 2.6014
H -1.0001 5.1458 3.4205
H -0.9605 6.8343 5.2652
H -2.4054 5.7099 5.1184
H -2.0417 8.4611 4.4743
H -0.3726 6.8404 1.8034
C -1.9998 2.4124 -5.7793
C -3.5600 2.8762 -5.8292
O -3.7647 4.2421 -5.4938
O -1.2339 3.2395 -6.6444
H -1.8326 1.3613 -6.0142
H -1.5981 2.4265 -4.7661
H -4.1819 2.2256 -5.2144
H -3.8646 2.7672 -6.8701
H -3.4240 4.8421 -6.1613
H -0.4302 3.2951 -6.1224
C -3.2617 6.1740 -2.4220
C -2.2117 6.4695 -3.4539
O -1.1016 7.1469 -3.0686
O -2.7409 5.7859 -1.1362
H -3.9155 5.3669 -2.7524
H -3.9166 7.0423 -2.3488
H -2.6772 6.9610 -4.3082
H -1.7238 5.5617 -3.8090
H -0.6234 6.6825 -2.3778
H -3.4956 5.4684 -0.6350
C 0.4701 5.4596 0.1327
C 1.4203 5.4305 -1.0557
O 0.9869 4.5340 -2.0546
O -0.5079 6.4670 0.0407
H 0.9987 5.6576 1.0652
H 0.0706 4.4505 0.2335
H 2.2898 4.9827 -0.5743
H 1.6542 6.4402 -1.3931
H 0.7566 3.7028 -1.6331
H -1.3206 6.1531 -0.3625
C -5.1361 -0.5843 1.2353
C -4.1510 -1.2464 2.1946
O -4.0913 -2.6475 2.0551
O -4.5635 -0.6208 -0.0834
H -5.3325 0.4453 1.5345
H -6.0659 -1.1498 1.2969
H -4.5176 -1.1338 3.2149
H -3.0968 -0.9699 2.1792
H -3.7894 -2.8949 1.1780
H -4.7927 -1.4261 -0.5531
C 2.4729 -2.2572 -3.0366
C 1.9496 -3.3454 -2.1212
O 2.8543 -3.7826 -1.1414
O 3.7538 -2.6042 -3.6147
H 2.6652 -1.4064 -2.3831
H 1.6758 -1.9371 -3.7077
H 1.5785 -4.1727 -2.7261
H 1.0660 -2.9329 -1.6343
H 3.1415 -3.0367 -0.6097
H 4.3605 -2.8534 -2.9137

***

Record 2
73
Properties=species:S:1:pos:R:3 method="wB97M-V/def2-TZVPD" homo_ev=-7.498 fmax_ev_per_a=0.933 relative_energy_ev=0.092 orbital_gap_ev=6.2
Tl -0.0958 1.0581 -0.2374
C -2.0649 1.9656 4.8822
C -0.9560 2.7529 4.5997
C -0.0378 2.3549 3.6395
C -0.2126 1.1533 2.9549
C -1.3316 0.3747 3.2319
C -2.2507 0.7775 4.1900
N 0.6587 0.7558 1.9115
C 1.9783 0.7518 2.0552
C 2.6308 0.7243 3.3352
C 3.9808 0.6094 3.4313
C 4.8226 0.5326 2.2840
C 4.2624 0.5862 1.0520
C 2.8542 0.7141 0.9070
N 2.2526 0.8762 -0.2950
N 2.9108 0.9251 -1.3627
C 2.1062 1.0926 -2.5122
C 2.7483 1.5024 -3.6769
C 1.9974 1.6985 -4.8170
C 0.6263 1.4652 -4.7810
C 0.0727 1.0423 -3.5915
N 0.7973 0.8516 -2.4865
H -2.7867 2.2841 5.6232
H -0.8121 3.6929 5.1179
H 0.8095 2.9846 3.3939
H -1.4747 -0.5485 2.6809
H -3.1193 0.1626 4.3919
H 2.0151 0.7600 4.2232
H 4.4334 0.5642 4.4152
H 5.8934 0.4356 2.4029
H 4.8611 0.5425 0.1523
H 3.8155 1.6754 -3.6437
H 2.4708 2.0376 -5.7296
H 0.0038 1.6088 -5.6523
H -0.9905 0.8457 -3.5029
S -2.5815 1.1033 -0.3101
C -2.7513 2.7036 -1.0336
C -4.0156 2.9723 -1.5666
C -4.3245 4.1755 -2.1712
C -5.6496 4.3946 -2.6952
N -6.7068 4.5512 -3.1186
C -3.3330 5.1585 -2.2726
C -2.0767 4.9063 -1.7518
C -1.7533 3.7036 -1.1094
S -0.1254 3.5856 -0.4625
C -3.5898 6.4177 -2.9279
N -3.7762 7.4202 -3.4583
H -4.7820 2.2106 -1.5016
H -1.3133 5.6682 -1.8378
O 0.1344 -1.3356 -0.3988
S -0.2844 -2.4253 0.5593
C 1.1714 -3.4059 0.8287
C 1.3824 -3.9444 2.0869
C 2.5254 -4.7039 2.3058
C 3.4360 -4.8921 1.2771
C 3.2167 -4.3247 0.0245
C 2.0766 -3.5753 -0.2088
C -1.2299 -3.5667 -0.4404
C -1.5506 -3.1964 -1.7337
C -2.3212 -4.0621 -2.5020
C -2.7574 -5.2662 -1.9703
C -2.4319 -5.6166 -0.6643
C -1.6671 -4.7632 0.1122
H 0.6734 -3.7620 2.8866
H 2.7093 -5.1321 3.2824
H 4.3303 -5.4763 1.4526
H 3.9383 -4.4664 -0.7696
H 1.8909 -3.1127 -1.1710
H -1.2039 -2.2470 -2.1208
H -2.5837 -3.7888 -3.5158
H -3.3595 -5.9350 -2.5718
H -2.7779 -6.5548 -0.2503
H -1.4083 -5.0285 1.1315

***

Record 3
60
Properties=species:S:1:pos:R:3 method="wB97M-V/def2-TZVPD" homo_ev=-5.611 fmax_ev_per_a=1.052 charge=-1 relative_energy_ev=0.986 orbital_gap_ev=8.1
Pb 1.4174 0.1705 0.0574
C 5.9955 1.5712 0.0270
C 4.4864 1.7643 -0.0184
O 3.8212 0.7220 0.0814
C 3.9616 3.0989 -0.1209
C 4.8353 4.2038 -0.0012
C 4.3919 5.4950 0.0705
C 3.0163 5.7508 -0.0030
C 2.1402 4.7270 -0.1963
C 2.5512 3.3594 -0.2820
O 1.6498 2.4936 -0.5260
H 6.1898 0.5009 0.0568
H 6.4103 2.0268 0.9239
H 6.4793 2.0021 -0.8464
H 5.8994 4.0345 0.0505
H 5.0885 6.3120 0.1973
H 2.6560 6.7670 0.0861
H 1.0778 4.9119 -0.2764
O -1.2281 0.6575 0.2552
C -1.5840 0.0197 1.5040
C -0.6142 0.5915 2.6286
O -1.0910 0.9884 3.6758
O 0.6095 0.6275 2.3096
C -1.3894 -1.4729 1.3050
C -0.6102 -2.2409 2.1570
C -0.4647 -3.6001 1.9363
C -1.1141 -4.2127 0.8809
C -1.9089 -3.4531 0.0384
C -2.0367 -2.0917 0.2409
C -3.0282 0.2632 1.8643
C -3.4996 -0.1678 3.1011
C -4.8072 0.0832 3.4721
C -5.6755 0.7202 2.6010
C -5.2228 1.1138 1.3547
C -3.9033 0.9013 0.9954
H -1.2033 1.6100 0.4122
H -0.0920 -1.7765 2.9811
H 0.1764 -4.1790 2.5845
H -0.9936 -5.2715 0.7022
H -2.4289 -3.9243 -0.7850
H -2.6278 -1.4920 -0.4366
H -2.8330 -0.6868 3.7705
H -5.1524 -0.2215 4.4499
H -6.7027 0.8985 2.8893
H -5.8998 1.5916 0.6597
H -3.5553 1.2145 0.0211
Br -0.4765 -5.5039 -2.6402
C -0.4856 -3.7188 -3.2778
C -1.3138 -3.4442 -4.3548
C -1.3616 -2.1597 -4.8646
C -0.5922 -1.1573 -4.2949
C 0.2113 -1.4456 -3.2077
C 0.2802 -2.7293 -2.6793
C 1.2068 -3.0313 -1.4905
O 1.6195 -4.1743 -1.3717
O 1.4804 -2.0444 -0.7512
H -1.9164 -4.2333 -4.7795
H -2.0042 -1.9458 -5.7069
H -0.6363 -0.1489 -4.6850
H 0.7991 -0.6623 -2.7463

***

Record 4
28
Properties=species:S:1:pos:R:3 method="wB97M-V/def2-TZVPD" homo_ev=-1.688 fmax_ev_per_a=0.211 charge=-2 relative_energy_ev=0.027 orbital_gap_ev=6.1
Pd 0.4160 -1.5990 -0.0310
Se 4.0402 -2.2313 3.9426
Sb 3.1333 -0.9537 2.1026
Se 2.6955 -2.3333 0.0280
Se 0.6249 -0.6420 2.2044
Se 4.2630 1.1255 1.5603
C 1.5373 1.5102 -1.5289
N 0.4850 2.2051 -0.7851
C 0.8786 2.8194 0.4831
C -0.4937 2.7840 -1.4635
N -1.3870 3.2704 -2.0212
H 2.2663 2.2186 -1.9378
H 1.0888 0.9244 -2.3295
H 2.0499 0.8364 -0.8433
H 1.5411 3.6758 0.3157
H 1.4050 2.0750 1.0770
H -0.0148 3.1382 1.0173
Se -0.2065 -2.4622 -2.2983
C -1.5450 -1.9959 -1.0376
C -1.7018 -0.6590 -0.6259
C -2.5709 -0.3817 0.4467
N -3.2761 -1.2830 1.0941
C -3.1184 -2.5631 0.6915
C -2.2873 -2.9633 -0.3192
H -1.2648 0.1510 -1.1898
H -2.6804 0.6480 0.7734
H -3.6939 -3.3031 1.2391
H -2.1841 -4.0114 -0.5646

***

Record 5
22
Properties=species:S:1:pos:R:3 method="wB97M-V/def2-TZVPD" homo_ev=-12.391 fmax_ev_per_a=0.677 charge=+1 relative_energy_ev=1.391 orbital_gap_ev=9.3
C -0.1453 -4.0201 -0.1103
N 0.5516 -0.6395 -1.3525
C -0.0222 -1.6872 -0.8285
N 0.4519 -2.9138 -0.8598
H 0.1418 -4.9486 -0.5853
H -1.2269 -3.9146 -0.1288
H 0.2079 -4.0168 0.9195
H 1.4253 -0.7269 -1.8512
H 0.1230 0.2910 -1.2309
H -0.9975 -1.5377 -0.3655
H 1.4002 -3.0239 -1.1926
C -0.7283 2.5858 0.0535
O -0.7957 1.7489 -1.1138
C 0.4299 2.1621 0.9470
N 0.1705 2.6747 2.2922
H -0.5802 3.6203 -0.2612
H -1.6647 2.5181 0.6142
H -1.5928 1.9813 -1.5969
H 0.5004 1.0733 1.0006
H 1.3729 2.5351 0.5235
H -0.0098 3.6723 2.2472
H 0.9881 2.5661 2.8796

***

Record 6
7
Properties=species:S:1:pos:R:3 method="wB97M-V/def2-TZVPD" homo_ev=-4.242 fmax_ev_per_a=1.082 charge=-1 relative_energy_ev=0.138 orbital_gap_ev=8.9
O -0.3664 -0.1080 -1.5633
C -0.4212 0.9124 -0.8500
O -0.0032 1.0704 0.3192
H -0.9351 1.7440 -1.3776
H 0.1423 -0.5532 1.0475
H 1.2035 -1.6374 0.9867
O 0.3802 -1.4281 1.4375

***

Record 7
9
Properties=species:S:1:pos:R:3 method="wB97M-V/def2-TZVPD" homo_ev="-12.504 / -13.242" fmax_ev_per_a=2.318 charge=+1 spin_multiplicity=2 relative_energy_ev=3.344 orbital_gap_ev="8.3 / 7.5"
H -1.0426 -2.2572 -0.3725
C -0.3437 -1.5122 -0.0094
C -0.1909 -0.1966 0.2030
O 0.8986 -1.8328 0.4897
O 1.0996 -0.4427 0.7912
Mg 3.0670 0.4627 0.3305
C -1.1798 1.9658 -0.4976
C -0.8252 1.0645 0.2376
H -1.4830 2.7486 -1.1726

***

Record 8
16
Properties=species:S:1:pos:R:3 method="wB97M-V/def2-TZVPD" homo_ev=-14.084 smiles="CNCC=[N+]=CO" fmax_ev_per_a=3.905 charge=+1 relative_energy_ev=3.551 orbital_gap_ev=9.5
C -2.1358 -0.4843 0.2544
N -0.7925 -0.2038 0.9075
C -0.2645 1.1200 0.6857
C 0.8473 1.1842 -0.2738
N 1.3280 0.2279 -0.9340
C 1.7791 -0.8872 -1.3490
O 2.4519 -1.8095 -0.7469
H -2.0099 -0.5588 -0.7539
H -2.4069 -1.4722 0.4230
H -2.9246 0.3189 0.3118
H -0.9895 -0.1225 1.8839
H 0.3083 1.3622 1.6189
H -0.9448 1.9456 0.7178
H 1.5069 2.0573 -0.3995
H 1.7095 -1.0577 -2.5022
H 2.5376 -1.6200 0.1562

***

Record 9
14
Properties=species:S:1:pos:R:3 method="wB97M-V/def2-TZVPD" homo_ev=-8.886 smiles="NN[C@H](N)C(=O)O" fmax_ev_per_a=3.569 relative_energy_ev=3.011 orbital_gap_ev=9.7
N -1.6110 -1.2108 0.4440
N -0.8482 -0.4176 -0.4020
C 0.0988 0.5542 0.2195
N 0.1150 1.8943 -0.2842
C 1.7471 -0.1866 0.1341
O 2.7256 0.5112 0.2072
O 1.6238 -1.5497 0.0659
H -2.5399 -0.7614 0.8276
H -1.8907 -2.0796 -0.0119
H -1.4112 0.0208 -1.2110
H -0.1566 0.5277 1.2714
H 0.5515 1.9576 -1.2254
H 0.8569 2.4062 0.1789
H 0.7388 -1.6664 -0.2139